Record 1
C3H6N2O2 | ωB97M-V/def2-TZVPD

Summary:
**E_tot**: -377.9085 Eh
**HOMO-LUMO gap**: 10.7 eV
**Max |F|**: 0.5 eV/Å
**SMILES string**: [H]/N=C(/NC=O)OC
**HOMO energy**: -10.04 eV
**E_LUMO**: 0.02396 hartree
**Spin multiplicity**: 1

```
13
Properties=species:S:1:pos:R:3:nbo_charge:R:1
H 1.2544 0.1835 -1.2981 0.36
N 0.4492 -0.4140 -1.1399 -0.76
C -0.2315 -0.0775 -0.1263 0.70
N -1.3981 -0.7349 0.2376 -0.65
C -1.9328 -1.8191 -0.4247 0.54
O -2.9140 -2.4042 -0.0262 -0.57
O -0.0167 0.9020 0.7843 -0.51
C 1.2955 1.4318 0.8461 -0.26
H -1.8456 -0.4468 1.0968 0.42
H -1.3674 -2.0765 -1.3311 0.15
H 1.2943 2.1200 1.6908 0.21
H 1.5576 1.9754 -0.0680 0.18
H 2.0190 0.6281 1.0196 0.19
```


Record 2
C3H6N2O2 | ωB97M-V/def2-TZVPD

Summary:
**E_tot**: -377.7230 Eh
**HOMO-LUMO gap**: 9.4 eV
**Max |F|**: 4.9 eV/Å
**SMILES string**: C=CN(C)[N+](=O)[O-]
**HOMO energy**: -9.00 eV
**E_LUMO**: 0.01443 hartree
**Spin multiplicity**: 1

```
13
Properties=species:S:1:pos:R:3:nbo_charge:R:1
C 1.5185 0.0576 1.5515 -0.47
C 0.2628 0.2229 1.1034 -0.03
N -0.3009 -0.0339 -0.1615 -0.29
C 0.2879 -0.2750 -1.4852 -0.43
N -1.8041 0.0997 -0.2177 0.65
O -2.4648 0.2704 0.7579 -0.35
O -2.1919 0.0101 -1.3618 -0.40
H 1.7735 0.3451 2.5406 0.22
H 2.3415 -0.1918 0.6700 0.19
H -0.4976 0.3553 1.8372 0.23
H -0.5608 -0.6592 -1.9706 0.26
H 0.4861 0.7374 -1.9634 0.21
H 1.1498 -0.9387 -1.3004 0.22
```


Record 3
C3H6N2O2 | ωB97M-V/def2-TZVPD

Summary:
**E_tot**: -377.9122 Eh
**HOMO-LUMO gap**: 10.1 eV
**Max |F|**: 2.7 eV/Å
**SMILES string**: [H]/N=C(/N)OC(C)=O
**HOMO energy**: -9.46 eV
**E_LUMO**: 0.02433 hartree
**Spin multiplicity**: 1

```
13
Properties=species:S:1:pos:R:3:nbo_charge:R:1
H 0.7738 2.1044 0.2209 0.38
N 1.6826 1.5802 0.0475 -0.74
C 1.3837 0.3376 -0.1017 0.67
N 2.2852 -0.6874 -0.1655 -0.84
O 0.1335 -0.2553 -0.1460 -0.53
C -1.0108 0.4455 -0.0967 0.82
C -2.1435 -0.6068 0.0061 -0.71
O -1.1767 1.6466 -0.1909 -0.57
H 1.9247 -1.6132 0.0442 0.40
H 3.2673 -0.3898 0.1303 0.42
H -2.0448 -1.1151 1.0055 0.23
H -2.0240 -1.3911 -0.6938 0.24
H -3.0509 -0.0555 -0.0599 0.23
```